[1]
C4H11N3S | ωB97M-V with the def2-TZVPD basis set

```
19
C4H11N3S (ωB97M-V with the def2-TZVPD basis set)
C -2.373 0.121 -0.433
H 0.926 -0.903 1.538
H -2.965 -0.357 -1.220
C 1.163 -0.307 0.669
N -2.481 -0.673 0.775
H 2.067 -1.994 -0.463
H -2.020 -0.186 1.540
H -0.653 -0.802 -0.890
C 2.581 0.020 0.352
H 3.362 -0.350 1.000
N -0.989 0.151 -0.811
H 2.776 1.007 -0.044
H -2.703 1.168 -0.323
H 1.033 2.167 -1.014
N 0.493 2.272 -0.166
C 1.825 -0.942 -0.512
S -0.121 1.018 0.452
H -3.451 -0.799 1.051
H 1.531 -0.612 -1.499
```

ΔE to the lowest compared entry with this formula, charge and spin (kcal/mol): 68.4
E (eV): -19629.192
Orbital gap (Ha): 0.36180
Total charge: 0

Atomic partial charges in e from the natural (NBO) method, atoms 1 to 5: atom 1 (C): -0.07, atom 2 (H): 0.23, atom 3 (H): 0.19, atom 4 (C): -0.46, atom 5 (N): -0.86


[2]
C4H11N4P | ωB97M-V with the def2-TZVPD basis set

```
20
C4H11N4P (ωB97M-V with the def2-TZVPD basis set)
N 1.419 1.182 -0.611
C 0.274 1.165 0.316
H -1.441 -0.605 2.023
N 2.025 0.409 1.434
H 3.752 -0.398 -0.921
H -3.845 -0.542 -0.327
H -0.034 2.201 0.518
N 2.479 0.767 0.264
C -0.923 0.353 -0.147
H -4.000 -1.310 1.254
H 1.306 0.484 -1.353
H 4.408 0.221 0.616
C 3.777 0.460 -0.237
H -1.385 0.831 -1.016
H 4.182 1.324 -0.767
H -0.609 -0.660 -0.425
P -2.169 0.290 1.241
C -3.289 -0.989 0.496
N 0.812 0.610 1.562
H -2.735 -1.853 0.131
```

ΔE to the lowest compared entry with this formula, charge and spin (kcal/mol): 42.4
E (eV): -19572.779
SMILES string: CPC[C@H]1N=NN(C)N1
Orbital gap (Ha): 0.33660
Total charge: 0

Atomic partial charges in e from the natural (NBO) method, atoms 1 to 5: atom 1 (N): -0.47, atom 2 (C): 0.02, atom 3 (H): -0.03, atom 4 (N): 0.05, atom 5 (H): 0.18


[3]
C4H11NO | ωB97M-V with the def2-TZVPD basis set

```
17
C4H11NO (ωB97M-V with the def2-TZVPD basis set)
C 0.799 -0.389 1.096
H 2.257 1.884 -0.567
C 1.568 -1.679 0.291
H -1.801 -0.464 -1.145
H -2.148 -1.773 -1.702
H -1.283 1.897 0.053
H 0.781 2.707 -0.945
O -2.534 -1.117 -1.123
N -0.937 0.981 0.164
H 1.544 -2.563 0.808
C 0.466 0.878 0.300
H 2.614 -1.394 -0.120
H -1.526 0.395 0.757
H 1.509 -0.060 1.851
C 1.155 1.904 -0.354
H 1.022 -1.956 -0.675
H -0.065 -0.885 1.518
```

ΔE to the lowest compared entry with this formula, charge and spin (kcal/mol): 51.6
E (eV): -7862.317
SMILES string: C=C(N)CC.O
Orbital gap (Ha): 0.33219
Total charge: 0

Atomic partial charges in e from the natural (NBO) method, atoms 1 to 5: atom 1 (C): -0.44, atom 2 (H): 0.20, atom 3 (C): -0.59, atom 4 (H): 0.48, atom 5 (H): 0.46


[4]
C4H11NO | ωB97M-V with the def2-TZVPD basis set

```
17
C4H11NO (ωB97M-V with the def2-TZVPD basis set)
C 0.750 -1.812 1.545
C 1.652 1.899 -0.949
H 1.956 -0.865 -0.052
H -0.661 0.346 0.956
N 0.383 1.361 -0.542
H 2.441 1.159 -0.774
H 1.169 -2.755 1.189
H -0.450 1.894 -0.736
H -3.888 -1.188 -1.502
H -4.768 -0.027 -1.022
H -0.324 -1.986 1.629
O -4.374 -0.858 -0.732
H 1.937 2.797 -0.395
H 1.707 2.085 -2.027
C 0.239 0.306 0.347
H 1.182 -1.629 2.527
C 1.047 -0.728 0.536
```

ΔE to the lowest compared entry with this formula, charge and spin (kcal/mol): 36.5
E (eV): -7862.971
SMILES string: C/C=C/NC.O
Orbital gap (Ha): 0.30743
Total charge: 0

Atomic partial charges in e from the natural (NBO) method, atoms 1 to 5: atom 1 (C): -0.63, atom 2 (C): -0.41, atom 3 (H): 0.19, atom 4 (H): 0.19, atom 5 (N): -0.63


[5]
C4H11NO | ωB97M-V with the def2-TZVPD basis set

```
17
C4H11NO (ωB97M-V with the def2-TZVPD basis set)
H 2.241 -2.095 -0.748
C -0.373 0.963 -0.279
H -0.963 3.103 -0.586
H -0.397 -0.337 2.870
H 1.495 -1.017 -1.823
H -1.405 -0.596 -1.165
N 1.725 -1.232 -0.863
H -0.076 -2.331 -0.440
H 0.373 1.222 0.478
C 0.432 -1.410 -0.180
H 0.479 -1.227 0.935
H -1.017 2.186 -1.981
O 0.469 -0.038 3.175
H 1.002 -0.802 2.923
H -2.270 1.859 -0.849
C -0.574 -0.312 -0.556
C -1.140 2.065 -0.911
```

ΔE to the lowest compared entry with this formula, charge and spin (kcal/mol): 44.7
E (eV): -7862.617
SMILES string: C/C=C/CN.O
Orbital gap (Ha): 0.37171
Total charge: 0

Atomic partial charges in e from the natural (NBO) method, atoms 1 to 5: atom 1 (H): 0.36, atom 2 (C): -0.17, atom 3 (H): 0.22, atom 4 (H): 0.47, atom 5 (H): 0.36


[6]
C4H11NO | ωB97M-V with the def2-TZVPD basis set

```
17
C4H11NO (ωB97M-V with the def2-TZVPD basis set)
H -1.731 -0.329 -0.150
H 0.859 2.372 -0.317
H -1.517 -2.578 -0.825
H -0.529 2.469 0.725
H 0.647 -1.075 1.628
C -0.868 -0.919 0.189
C 0.671 0.937 1.018
H 1.793 0.766 -3.067
H 1.730 0.970 0.853
O 1.495 1.511 -2.388
H 0.673 0.970 -2.101
C -1.246 -2.355 0.155
H -2.241 -2.715 0.643
C 0.204 -0.454 0.913
H -0.409 -2.842 0.652
H 0.360 1.338 1.915
N 0.107 1.933 0.158
```

ΔE to the lowest compared entry with this formula, charge and spin (kcal/mol): 66.9
E (eV): -7861.652
SMILES string: C/C=C/CN.O
Orbital gap (Ha): 0.35736
Total charge: 0

Atomic partial charges in e from the natural (NBO) method, atoms 1 to 5: atom 1 (H): 0.20, atom 2 (H): 0.39, atom 3 (H): 0.22, atom 4 (H): 0.36, atom 5 (H): 0.19


[7]
C4H11NO | ωB97M-V with the def2-TZVPD basis set

```
17
C4H11NO (ωB97M-V with the def2-TZVPD basis set)
C -0.728 -1.157 1.474
C 1.202 1.719 -1.474
H 0.573 1.164 -0.773
C -0.348 -1.283 2.899
O -0.214 -0.354 0.709
H -1.214 -1.024 3.536
H 2.150 1.252 -1.192
C 0.830 1.597 -2.946
H -0.138 -2.313 3.179
H -2.045 -1.913 0.066
H 1.207 2.774 -1.208
H -2.215 -2.673 1.554
N -1.726 -1.984 1.018
H 1.587 2.133 -3.529
H 0.913 0.587 -3.360
H 0.326 -0.501 3.232
H -0.160 1.974 -3.185
```

ΔE to the lowest compared entry with this formula, charge and spin (kcal/mol): 8.7
E (eV): -7864.178
SMILES string: CC(N)=O.CC
Orbital gap (Ha): 0.39676
Total charge: 0

Atomic partial charges in e from the natural (NBO) method, atoms 1 to 5: atom 1 (C): 0.67, atom 2 (C): -0.63, atom 3 (H): 0.24, atom 4 (C): -0.72, atom 5 (O): -0.62


[8]
C4H11NO | ωB97M-V with the def2-TZVPD basis set

```
17
C4H11NO (ωB97M-V with the def2-TZVPD basis set)
H -0.567 -3.289 0.007
N -0.398 -0.153 1.231
C -0.754 1.735 -0.386
H 0.037 -0.087 2.150
H -0.176 2.605 -2.320
H 0.575 -2.913 -1.223
O 1.095 -2.121 0.595
H -1.828 1.723 -0.246
H -0.229 3.804 -1.024
H 1.041 0.679 0.009
H -1.399 -0.337 1.271
H 0.265 -1.314 0.562
C 0.083 -2.462 -0.354
C -0.030 2.730 -1.267
H 1.055 2.565 -1.045
C -0.004 0.820 0.262
H -0.761 -1.822 -0.820
```

ΔE to the lowest compared entry with this formula, charge and spin (kcal/mol): 90.1
E (eV): -7860.645
SMILES string: C/C=C/N.CO
Orbital gap (Ha): 0.35810
Total charge: 0

Atomic partial charges in e from the natural (NBO) method, atoms 1 to 5: atom 1 (H): 0.16, atom 2 (N): -0.83, atom 3 (C): -0.22, atom 4 (H): 0.41, atom 5 (H): 0.22